Molecular formula: C36H90N4O11
Method: DFT, ωB97M-V/def2-TZVPD

Geometry (Å):
1 O 3.60229 -1.91614 2.00835
2 O 0.42038 -4.09922 -5.86160
3 O -5.76159 -1.91602 2.19407
4 O 3.43303 0.24406 -4.37294
5 O -2.51960 1.81514 -0.52948
6 O 1.65130 5.18439 -1.26958
7 O 0.08225 2.65631 3.93316
8 O 0.29319 -2.01540 -1.65898
9 O -3.39367 -1.78905 -2.91314
10 O 4.63696 1.81945 3.04399
11 O -1.82467 -5.99040 -0.26770
12 N 0.58641 -3.61042 -3.78032
13 N -1.51207 -0.75738 -1.39696
14 N -5.08084 -2.88497 -3.67784
15 N -2.92389 3.82125 -1.29673
16 C 1.22089 3.32185 4.44249
17 C -0.01056 5.44071 -2.97404
18 C 3.85136 -2.20034 -4.72521
19 C -4.09651 -5.06072 -0.37531
20 C 2.37518 4.49323 -0.29990
21 C 0.64385 0.08882 -0.66616
22 C -0.22890 -0.95723 -1.29980
23 C -5.44273 -0.51403 -3.24001
24 C -4.72007 -1.06105 1.75946
25 C 0.47884 4.64242 -1.77586
26 C 5.30967 1.57673 5.24160
27 C -4.27411 3.00391 0.55086
28 C 0.35454 -6.37984 0.40893
29 C 3.16804 -1.20923 3.13030
30 C 0.19870 1.32947 3.65437
31 C -0.52966 -5.52428 -0.49716
32 C 0.93001 4.82027 4.36672
33 C 2.68242 -2.32480 1.10863
34 C -6.91897 -1.43263 2.88526
35 C 3.21787 2.52309 -4.11807
36 C 2.90654 1.16001 -3.48464
37 C 3.43264 -2.79883 -0.10659
38 C -5.23044 -0.15657 0.56902
39 C -2.60653 -4.82769 -0.64518
40 C 5.83832 1.57098 3.78524
41 C 2.27221 -2.08095 4.07951
42 C -1.08928 0.82609 2.94278
43 C -3.18601 2.85882 -0.44456
44 C 4.42218 1.25421 0.64893
45 C 0.38202 -3.24771 -5.01288
46 C 5.04713 2.19057 1.70077
47 C 1.66711 4.91465 1.01115
48 C -4.56854 -1.76008 -3.25890
49 C 0.05194 -1.80899 -5.30918
50 C -6.70702 -0.70020 4.17768
51 C 3.38969 -1.08810 -3.80740
52 H 2.91400 -2.86035 4.49028
53 H -5.73060 -0.82457 -0.13220
54 H 0.90237 4.16857 1.22708
55 H 6.49587 0.76918 3.44933
56 H -4.22154 -0.48338 2.53783
57 H -4.34298 0.30241 0.13330
58 H 2.56704 -0.38592 2.74423
59 H 3.27011 1.15254 -2.45709
60 H 0.27042 -7.34789 -0.08493
61 H -4.35483 -4.77272 0.64372
62 H -3.47115 4.66963 -1.32598
63 H 3.89040 -3.76062 0.12477
64 H 3.39650 4.87371 -0.28427
65 H 4.87578 -2.00989 -5.04519
66 H 0.44882 1.04372 -1.15426
67 H 4.58318 2.38180 5.35194
68 H -2.20179 3.53972 -1.94435
69 H -5.88513 0.67188 0.83949
70 H -7.41156 -0.70803 2.23687
71 H -5.10945 0.19458 -2.48178
72 H -0.93846 -1.62415 -4.89320
73 H 6.13563 1.71140 5.94000
74 H 1.51464 3.05938 5.45882
75 H -1.03484 -0.17610 2.51762
76 H 3.14799 -2.20127 -5.55791
77 H -4.50117 -3.71195 -3.66384
78 H 0.50257 -2.99610 -2.98302
79 H 0.16386 6.50226 -2.79858
80 H 0.95276 1.25960 2.87040
81 H -6.50816 -0.56417 -3.01540
82 H -4.60363 -5.98818 -0.64131
83 H 1.32387 5.94919 1.00715
84 H 4.30782 2.51772 -4.12771
85 H 2.23368 -1.40957 0.72251
86 H -2.19631 -3.99274 -0.07712
87 H -7.64900 -0.29896 4.55156
88 H 1.38776 -2.57043 3.67177
89 H -7.65458 -2.19321 3.14698
90 H 0.11940 -6.33544 1.47234
91 H 3.99507 -0.83853 3.73587
92 H -4.60292 -4.28778 -0.95342
93 H 0.82105 -4.58884 -3.69240
94 H 2.13112 3.06032 3.90288
95 H 1.84607 -2.95703 1.40677
96 H 0.63329 5.23573 -3.82934
97 H 0.47628 0.69955 4.49950
98 H -1.25647 1.37990 2.01896
99 H 4.17832 -2.05965 -0.39929
100 H -5.49867 -0.25339 -4.29691
101 H 0.74614 -1.06111 -4.92593
102 H 2.42444 -1.29679 -3.34604
103 H 4.84101 0.61966 5.47071
104 H 3.33433 1.32256 0.65257
105 H 1.90934 -1.40980 4.85796
106 H 0.01685 -1.66085 -6.38849
107 H -2.00672 -1.42471 -1.97149
108 H 2.82708 -2.80032 -1.01290
109 H 3.84057 -3.15284 -4.19537
110 H 6.44607 2.47349 3.72041
111 H 4.79083 0.23013 0.70782
112 H 6.10810 2.16794 1.45191
113 H 2.36074 4.80474 1.84476
114 H 0.60007 0.11280 0.42270
115 H -2.02638 0.89010 3.49582
116 H -0.34617 -5.67118 -1.56151
117 H 4.84692 1.57776 -0.30134
118 H 1.39190 -6.05845 0.31571
119 H 0.66390 3.65589 -2.20084
120 H -5.17371 2.62121 0.06883
121 H -6.09257 0.19715 4.10468
122 H 4.65488 3.18435 1.48484
123 H 1.69607 -0.00418 -0.93503
124 H -1.96063 0.12219 -1.18425
125 H -1.04285 5.33868 -3.30878
126 H 2.82772 2.75265 -5.10962
127 H -4.08940 2.36397 1.41368
128 H -4.36033 3.97873 1.03086
129 H 3.03014 3.38718 -3.48074
130 H 0.11653 5.06045 5.05131
131 H -0.29311 -4.49124 -0.24224
132 H 4.03077 -1.23262 -2.93778
133 H -6.32146 -1.34571 4.96683
134 H 0.62462 5.23019 3.40402
135 H 2.44415 3.42663 -0.51370
136 H 1.79432 5.39656 4.69682
137 H -0.27152 4.63655 -0.98528
138 H 1.82999 0.99089 -3.46152
139 H -4.01243 -1.74496 1.29084
140 H -5.98866 -2.91585 -4.11943
141 H -2.44536 -4.65843 -1.70982

The calculated total energy comes out at -67270.9188 eV. For the relative energy (zero: lowest compared OMol25 entry of this formula, charge and spin), the calculation gives 0.0000 eV. The value obtained for the max |F| is 0.0684 Eh/bohr. The SMILES is CC(N)=O.CC(N)=O.CC(N)=O.CC(N)=O.CCOCC.CCOCC.CCOCC.CCOCC.CCOCC.CCOCC.CCOCC. Its multiplicity is 1. For the LUMO energy, the calculation gives 0.15 eV.